A structure of composition CH2ClPS in a non-equilibrium geometry, computed with ωB97M-V/def2-TZVPD.

For the energy above the lowest of the compared OMol25 structures with the same formula, charge and spin, the calculation gives 38.4 kcal per mole. The calculation puts the HOMO energy at -9.13 eV.

Geometry as ORCA input:
```
! RIJCOSX wB97M-V def2-TZVPD def2/J DEFGRID3
* xyz 0 1
C 0.457 -0.230 -0.045
P -0.771 1.110 -0.434
S -2.040 0.983 1.018
Cl 0.132 -1.488 -1.230
H 0.450 -0.627 0.967
H 1.772 0.252 -0.277
*
```

For each atom in turn, the Mulliken charge in e is: -0.43, 0.23, -0.24, -0.13, 0.32, 0.26


A structure of composition H41O20 in a non-equilibrium geometry, computed with ωB97M-V/def2-TZVPD.

For the energy above the lowest of the compared OMol25 structures with the same formula, charge and spin, the calculation gives 78.4 kcal per mole. The calculation puts the HOMO energy at -12.28 eV.

Geometry as ORCA input:
```
! RIJCOSX wB97M-V def2-TZVPD def2/J DEFGRID3
* xyz 1 1
O -3.640 1.572 -3.347
H -0.754 -0.391 5.274
O 0.811 -0.028 2.106
H 0.184 -0.199 2.832
H 0.435 -3.360 4.211
O 2.126 2.411 -3.470
H 1.925 3.353 -3.353
H 1.340 2.103 -3.953
O 1.412 0.480 -1.624
H 1.460 1.152 -2.334
H 1.193 5.185 3.100
O 0.732 -4.234 0.126
H 0.511 -2.051 1.885
H 2.170 -0.104 -1.617
O 1.318 -2.179 1.375
H -2.404 1.893 3.354
H 0.960 -3.267 0.764
O -0.394 2.855 -5.217
H -1.381 -1.618 4.698
H -1.273 2.987 3.187
O 0.492 -2.577 -1.767
H 1.123 -2.341 -2.504
H 0.705 -1.868 -1.132
O 4.892 1.296 2.425
H 4.337 1.944 2.865
H -0.112 -4.636 0.359
O -5.107 -0.302 -2.164
H -4.937 -1.093 -2.683
H -4.462 -0.126 -1.482
O -1.064 -0.482 -0.168
H -0.473 -0.147 -0.847
H -0.188 3.777 -5.036
O 4.217 -1.152 -2.786
H 4.904 -1.365 -2.139
H 4.787 -1.053 -3.562
O 2.995 -2.346 3.478
H 2.924 -2.362 4.437
H 3.150 -1.424 3.212
O -5.507 1.319 -0.202
H 0.199 0.558 1.630
H -5.732 2.257 -0.236
O -0.571 -1.096 4.638
H -2.013 -0.438 -0.139
H -4.427 1.501 -3.884
O 0.763 4.665 3.790
H 2.239 -2.641 -4.690
H 1.004 3.776 3.498
O 1.320 -2.960 -4.630
H 1.611 -3.883 -4.558
H -6.249 0.724 -0.319
O -1.766 2.269 2.743
H -3.707 1.789 -2.422
H -1.323 2.858 -5.487
O 0.450 -3.713 3.319
H 2.155 -2.247 1.953
H -0.125 -4.437 3.079
O -2.833 3.895 0.598
H -3.030 3.024 0.957
H -3.626 4.433 0.662
H 0.671 -3.704 -0.739
H 5.585 1.748 1.938
*
```

For each atom in turn, the Mulliken charge in e is: -0.61, 0.27, -0.63, 0.31, 0.27, -0.66, 0.30, 0.34, -0.60, 0.37, 0.33, -0.57, 0.32, 0.24, -0.38, 0.30, 0.49, -0.62, 0.33, 0.32, -0.70, 0.40, 0.33, -0.61, 0.31, 0.38, -0.58, 0.26, 0.33, -0.51, 0.34, 0.30, -0.57, 0.30, 0.30, -0.64, 0.29, 0.32, -0.61, 0.27, 0.31, -0.60, 0.19, 0.30, -0.62, 0.32, 0.29, -0.66, 0.33, 0.31, -0.60, 0.31, 0.31, -0.54, 0.25, 0.27, -0.62, 0.32, 0.30, 0.52, 0.31


A structure of composition C8H18F3O9SV in a non-equilibrium geometry, computed with ωB97M-V/def2-TZVPD.

For the energy above the lowest of the compared OMol25 structures with the same formula, charge and spin, the calculation gives 57.9 kcal per mole. The calculation puts the HOMO energy (alpha / beta) at -2.98 / -3.01 eV.

Geometry as ORCA input:
```
! RIJCOSX wB97M-V def2-TZVPD def2/J DEFGRID3
* xyz -1 4
V -0.001 -1.028 -0.435
C 1.313 2.504 -3.124
F 0.054 2.761 -3.346
F 2.114 3.072 -4.053
F 1.594 2.963 -1.905
S 1.585 0.577 -3.040
O 0.953 0.138 -1.783
O 1.044 0.015 -4.268
O 3.052 0.435 -2.970
C -0.077 -2.916 -2.185
O 0.733 -2.862 -1.254
O -0.960 -2.084 -2.118
O 0.015 -3.684 -3.139
C -3.416 -0.770 2.118
C -2.773 -1.769 1.159
O -1.389 -1.662 1.202
H -2.946 -0.771 3.101
H -4.475 -1.018 2.195
H -3.386 0.252 1.740
H -3.006 -1.661 0.100
H -3.035 -2.776 1.483
H -1.045 -2.267 1.863
C -0.718 1.540 2.013
C -1.472 1.842 0.689
O -1.285 0.789 -0.259
H -1.050 0.588 2.426
H -0.875 2.273 2.805
H 0.356 1.440 1.862
H -1.141 2.783 0.247
H -2.534 1.885 0.928
H -1.962 1.001 -0.905
C 3.177 0.602 0.817
C 2.660 -0.867 0.829
O 1.331 -0.901 1.273
H 2.568 1.321 0.269
H 4.081 0.593 0.209
H 3.373 0.956 1.829
H 3.296 -1.357 1.566
H 2.842 -1.446 -0.076
H 1.402 -0.492 2.138
*
```

For each atom in turn, the Mulliken charge in e is: 0.63, 0.57, -0.23, -0.22, -0.24, 1.19, -0.49, -0.65, -0.75, 0.86, -0.73, -0.65, -0.84, -0.91, -0.32, -0.19, 0.25, 0.43, 0.06, 0.21, 0.45, 0.21, -0.81, -0.51, -0.02, 0.13, 0.43, 0.04, 0.40, 0.37, 0.15, -1.04, -0.38, -0.38, 0.14, 0.38, 0.43, 0.35, 0.42, 0.25


A structure of composition C5H11Cl2OP in a non-equilibrium geometry, computed with ωB97M-V/def2-TZVPD.

For the energy above the lowest of the compared OMol25 structures with the same formula, charge and spin, the calculation gives 0.0 kcal per mole. The calculation puts the HOMO energy at -8.82 eV.

Geometry as ORCA input:
```
! RIJCOSX wB97M-V def2-TZVPD def2/J DEFGRID3
* xyz 0 1
C 2.559 1.943 -0.458
C -1.027 -2.406 -0.402
C 1.057 1.661 -0.352
C -2.394 -0.521 0.672
C -1.275 -0.962 -0.239
O 0.591 0.413 2.027
P 0.721 0.149 0.607
Cl -2.254 1.312 0.587
Cl 2.143 -1.152 0.193
H 2.784 2.558 -1.286
H 2.925 2.302 0.539
H 3.028 1.021 -0.726
H -0.448 -2.774 0.514
H -2.072 -2.950 -0.436
H -0.363 -2.727 -1.197
H 0.410 1.619 -1.209
H 0.627 2.384 0.362
H -3.396 -0.734 0.257
H -2.242 -0.874 1.644
H -1.373 -0.261 -1.096
*
```

For each atom in turn, the Mulliken charge in e is: -1.14, -1.19, -0.48, -0.53, -0.22, -0.60, 0.82, -0.20, -0.28, 0.36, 0.31, 0.32, 0.29, 0.29, 0.35, 0.43, 0.30, 0.40, 0.38, 0.39


The ion C3H10NO with charge +1 in a non-equilibrium geometry, computed with ωB97M-V/def2-TZVPD.

For the energy above the lowest of the compared OMol25 structures with the same formula, charge and spin, the calculation gives 28.1 kcal per mole. The calculation puts the HOMO energy at -15.31 eV. As for the SMILES: C[NH2+]CCO.

Geometry as ORCA input:
```
! RIJCOSX wB97M-V def2-TZVPD def2/J DEFGRID3
* xyz 1 1
C -1.992 0.450 0.169
N -0.693 0.371 -0.522
C 0.148 -0.757 0.027
C 1.691 -0.460 -0.144
O 1.847 0.888 0.117
H -1.681 0.366 1.251
H -2.574 1.374 0.040
H -2.715 -0.353 0.001
H -0.612 0.209 -1.507
H -0.109 1.294 -0.308
H 0.062 -0.773 1.068
H 0.031 -1.673 -0.446
H 2.180 -1.069 0.645
H 1.948 -0.810 -1.190
H 2.469 0.943 0.799
*
```

For each atom in turn, the Mulliken charge in e is: -0.72, -0.17, -0.74, -0.37, -0.50, 0.31, 0.34, 0.33, 0.35, 0.43, 0.44, 0.33, 0.37, 0.29, 0.32


The molecule C19H22N2O4S in a non-equilibrium geometry, computed with ωB97M-V/def2-TZVPD.

For the energy above the lowest of the compared OMol25 structures with the same formula, charge and spin, the calculation gives 26.5 kcal per mole. The calculation puts the HOMO energy at -8.54 eV. As for the SMILES: O=C(Nc1cccc(O)c1)c1ccc(S(=O)(=O)N2CCCCCC2)cc1.

Geometry as ORCA input:
```
! RIJCOSX wB97M-V def2-TZVPD def2/J DEFGRID3
* xyz 0 1
O -0.312 0.359 -3.337
C 0.335 -0.196 -2.473
N 1.037 -1.350 -2.646
C 1.210 -2.108 -3.810
C 1.949 -3.285 -3.715
C 2.155 -4.062 -4.840
C 1.634 -3.686 -6.064
C 0.895 -2.510 -6.160
O 0.394 -2.160 -7.370
C 0.684 -1.722 -5.036
C 0.405 0.353 -1.080
C 1.524 0.212 -0.262
C 1.529 0.774 1.004
C 0.422 1.473 1.445
S 0.402 2.184 3.092
O 1.665 1.898 3.715
O -0.028 3.548 3.003
N -0.820 1.290 3.780
C -1.865 1.971 4.509
C -3.232 1.703 3.877
C -3.733 0.275 4.077
C -2.751 -0.799 3.608
C -1.551 -0.953 4.546
C -0.387 -0.020 4.209
C -0.687 1.640 0.638
C -0.692 1.084 -0.627
H 1.477 -1.745 -1.827
H 2.361 -3.588 -2.763
H 2.729 -4.972 -4.762
H 1.787 -4.282 -6.948
H -0.094 -1.330 -7.292
H 0.111 -0.811 -5.109
H 2.408 -0.299 -0.613
H 2.382 0.692 1.659
H -1.857 1.679 5.565
H -1.643 3.038 4.442
H -3.956 2.398 4.307
H -3.157 1.915 2.809
H -3.955 0.114 5.135
H -4.670 0.162 3.527
H -3.285 -1.751 3.568
H -2.402 -0.567 2.601
H -1.879 -0.779 5.572
H -1.171 -1.975 4.497
H 0.291 0.058 5.070
H 0.189 -0.429 3.373
H -1.519 2.218 1.007
H -1.536 1.208 -1.290
*
```

For each atom in turn, the Mulliken charge in e is: -0.68, 0.57, -0.11, 0.32, -0.87, -0.47, -0.74, 0.75, -0.56, -0.28, 0.72, -0.66, -0.58, -0.09, 1.53, -0.74, -0.75, 0.23, -0.96, -0.41, -0.74, -0.53, -0.82, -0.67, -0.42, -1.10, 0.16, 0.33, 0.37, 0.42, 0.30, 0.46, 0.46, 0.56, 0.39, 0.54, 0.38, 0.13, 0.31, 0.35, 0.35, 0.24, 0.37, 0.40, 0.20, 0.45, 0.46, 0.45